# 1
ORCA calculation (the ωB97M-V functional and the def2-TZVPD basis) on a cluster of 15 separate species, C66H177N15O18 in total.

Element x y z (Å)
1 C -0.5022 -0.1643 -1.6584
2 C -1.2973 -0.9269 -0.5667
3 C -1.6116 -0.1192 0.7705
4 O -0.5546 0.5884 1.4317
5 C 0.4301 -0.2101 2.1152
6 N -2.5515 -1.3671 -1.0939
7 H -1.0491 0.7512 -1.8835
8 H -0.3828 -0.8218 -2.5195
9 H 0.4806 0.0563 -1.2418
10 H -0.6359 -1.7584 -0.3234
11 H -2.2280 -0.6634 1.4861
12 H -2.3508 0.6506 0.5490
13 H 1.1729 0.3993 2.6300
14 H 0.8558 -0.7251 1.2540
15 H -0.0654 -0.8648 2.8321
16 H -2.3327 -1.5783 -2.0570
17 H -3.2846 -0.6879 -0.9473
18 C 1.4797 -1.9885 -7.0452
19 C 2.0035 -2.5674 -8.3942
20 C 2.4283 -1.4633 -9.3869
21 O 2.7782 -1.9902 -10.6698
22 C 3.0634 -0.9466 -11.6065
23 N 3.1583 -3.4432 -8.0175
24 H 1.4546 -2.6534 -6.1818
25 H 0.4865 -1.6434 -7.3325
26 H 2.0895 -1.1844 -6.6333
27 H 1.2192 -3.0819 -8.9494
28 H 3.2793 -0.9190 -8.9776
29 H 1.6481 -0.7242 -9.5685
30 H 3.8689 -0.3040 -11.2509
31 H 2.1579 -0.3402 -11.6270
32 H 3.3026 -1.4294 -12.5540
33 H 3.8865 -2.7929 -7.7588
34 H 3.5322 -3.8596 -8.8583
35 C 1.2572 4.4184 5.7056
36 C 2.1795 3.2497 5.2810
37 C 2.7014 2.3896 6.4731
38 O 3.6076 1.3839 6.0113
39 C 3.9004 0.3071 6.9275
40 N 1.4789 2.3778 4.3482
41 H 0.2632 4.0257 5.9197
42 H 1.2123 5.1752 4.9224
43 H 1.7115 4.8752 6.5848
44 H 2.9769 3.7349 4.7179
45 H 1.8672 1.9535 7.0227
46 H 3.1265 3.1199 7.1616
47 H 3.0573 -0.3774 7.0220
48 H 4.1399 0.7893 7.8753
49 H 4.7699 -0.2900 6.6527
50 H 2.1054 1.5899 4.2660
51 H 0.6561 1.9605 4.7592
52 C 9.7858 3.5485 1.9572
53 C 8.5927 4.4137 1.6112
54 C 7.4174 4.2322 2.5660
55 O 7.0744 2.8284 2.6068
56 C 6.0698 2.6826 3.6306
57 N 9.1282 5.7435 1.5325
58 H 10.1858 3.9644 2.8819
59 H 10.4834 3.6101 1.1220
60 H 9.4779 2.5137 2.1070
61 H 8.2879 4.0214 0.6410
62 H 6.5887 4.8406 2.2037
63 H 7.7357 4.5474 3.5597
64 H 5.7996 1.6272 3.5970
65 H 5.1731 3.2933 3.5256
66 H 6.4572 2.7792 4.6448
67 H 9.7770 5.8806 0.7706
68 H 8.3719 6.3093 1.1748
69 C 4.1397 3.7305 0.6358
70 C 3.3160 2.4023 0.5555
71 C 4.0140 1.2301 1.0877
72 O 3.4605 0.0549 0.5344
73 C 4.0464 -1.1559 0.9694
74 N 2.0480 2.5536 1.1764
75 H 3.6580 4.6890 0.4429
76 H 4.9779 3.8216 -0.0550
77 H 4.5289 3.8472 1.6472
78 H 3.0609 2.1228 -0.4667
79 H 3.9259 1.1873 2.1733
80 H 5.0713 1.3235 0.8398
81 H 3.3094 -1.8516 1.3706
82 H 4.7764 -1.0094 1.7655
83 H 4.6209 -1.4842 0.1032
84 H 1.5497 1.7025 0.9589
85 H 2.2214 2.5051 2.1702
86 C 2.6056 -2.6984 4.8357
87 C 1.8962 -4.1078 4.7078
88 C 0.3933 -4.0396 4.1919
89 O -0.5040 -3.4554 5.1640
90 C -1.8989 -3.6075 4.8304
91 N 2.6600 -4.8611 3.7414
92 H 3.5863 -2.7356 5.3099
93 H 2.1029 -1.9708 5.4730
94 H 2.6365 -2.2847 3.8278
95 H 1.8960 -4.6405 5.6587
96 H -0.0152 -4.9593 3.7732
97 H 0.4066 -3.3918 3.3154
98 H -2.0818 -3.3099 3.7979
99 H -2.3906 -2.8696 5.4644
100 H -2.1883 -4.6396 5.0282
101 H 2.2427 -4.6432 2.8479
102 H 2.3237 -5.8022 3.8877
103 C -1.8937 4.2509 -1.1541
104 C -0.5496 3.6301 -0.8106
105 C 0.4368 3.6268 -2.0099
106 O -0.0878 2.8048 -3.0843
107 C 0.4496 3.0954 -4.4036
108 N -0.0520 4.4014 0.2811
109 H -1.7711 5.3184 -1.3368
110 H -2.6903 4.2320 -0.4104
111 H -2.1637 3.8395 -2.1267
112 H -0.6663 2.5912 -0.5020
113 H 1.4880 3.4537 -1.7794
114 H 0.4257 4.6029 -2.4949
115 H -0.0463 3.9798 -4.8034
116 H 0.1190 2.2531 -5.0114
117 H 1.5389 3.1333 -4.4026
118 H -0.5943 4.1685 1.1006
119 H 0.8752 4.0858 0.5279
120 C -7.2880 3.9918 2.4354
121 C -6.5910 4.6614 1.2744
122 C -7.3642 4.3976 -0.0315
123 O -6.5831 4.8628 -1.0908
124 C -7.0765 4.6392 -2.4035
125 N -6.7011 6.0746 1.6136
126 H -8.2809 4.4196 2.5738
127 H -6.7917 4.1178 3.3976
128 H -7.4274 2.9247 2.2627
129 H -5.5726 4.2732 1.2921
130 H -8.2899 4.9720 -0.0673
131 H -7.5979 3.3434 -0.1802
132 H -8.0252 5.1541 -2.5554
133 H -7.2721 3.5815 -2.5797
134 H -6.3703 4.9030 -3.1908
135 H -6.3162 6.5201 0.7929
136 H -6.1534 6.4056 2.3949
137 C -3.0590 -4.7767 1.1370
138 C -3.8267 -5.7966 2.0208
139 C -5.2448 -6.2186 1.5378
140 O -6.1567 -5.1423 1.6648
141 C -7.3763 -5.4965 0.9505
142 N -2.8917 -6.9078 2.1481
143 H -2.1874 -4.3724 1.6518
144 H -3.5951 -3.8409 0.9790
145 H -2.7835 -5.2012 0.1716
146 H -3.8144 -5.4001 3.0360
147 H -5.7009 -7.0777 2.0299
148 H -5.1115 -6.6106 0.5296
149 H -8.1079 -4.6885 0.9354
150 H -7.8592 -6.3947 1.3354
151 H -7.1785 -5.7966 -0.0785
152 H -2.3799 -6.8396 1.2801
153 H -3.4106 -7.7638 2.0141
154 C -3.6000 2.7700 3.2458
155 C -2.2449 2.5411 3.9929
156 C -2.0734 1.0520 4.4847
157 O -0.8611 1.0556 5.3153
158 C -0.5776 -0.2313 5.8482
159 N -1.2009 2.8976 2.9925
160 H -3.8199 3.7881 2.9247
161 H -4.4222 2.4471 3.8845
162 H -3.6082 2.2170 2.3066
163 H -2.3115 3.2106 4.8505
164 H -1.8562 0.3187 3.7081
165 H -2.8723 0.6357 5.0983
166 H -0.5082 -1.0586 5.1418
167 H -1.3390 -0.4684 6.5911
168 H 0.3495 -0.1681 6.4179
169 H -0.3353 3.0909 3.4757
170 H -0.9656 2.0674 2.4678
171 C -4.3611 -1.7312 3.4664
172 C -5.4077 -2.4634 4.2948
173 C -6.1849 -1.6153 5.3327
174 O -5.3445 -1.2695 6.4660
175 C -6.0636 -0.4755 7.4168
176 N -6.2784 -3.0712 3.3454
177 H -3.7829 -2.4161 2.8461
178 H -3.7706 -1.1646 4.1864
179 H -4.9388 -0.9687 2.9440
180 H -4.9327 -3.2590 4.8688
181 H -7.0179 -2.1679 5.7673
182 H -6.6481 -0.6985 4.9679
183 H -6.9894 -0.9247 7.7763
184 H -6.3711 0.4663 6.9622
185 H -5.3692 -0.2953 8.2374
186 H -5.8180 -3.5833 2.6065
187 H -6.9861 -3.6641 3.7550
188 C -6.2401 -2.4434 -6.1062
189 C -6.7166 -1.8366 -4.8079
190 C -5.9312 -2.2002 -3.5154
191 O -6.1897 -3.5670 -3.2811
192 C -5.5729 -4.1491 -2.1387
193 N -6.7107 -0.4104 -5.0533
194 H -6.9400 -2.2259 -6.9130
195 H -6.2171 -3.5266 -5.9872
196 H -5.1884 -2.2085 -6.2705
197 H -7.7213 -2.2430 -4.6921
198 H -6.2485 -1.5978 -2.6643
199 H -4.8526 -2.0491 -3.5612
200 H -6.0797 -5.0890 -1.9200
201 H -5.7086 -3.6514 -1.1785
202 H -4.5123 -4.3145 -2.3282
203 H -5.8724 0.0527 -4.7326
204 H -7.3127 -0.1235 -4.2947
205 C -2.0064 -2.2060 -4.8210
206 O -2.3231 -0.9969 -4.1755
207 C -2.4999 0.0923 -5.0645
208 C -3.0507 1.2840 -4.3082
209 N -4.2886 0.9059 -3.5935
210 C -4.6418 1.8873 -2.5923
211 C -5.6600 1.4697 -1.5359
212 O -5.2713 0.2998 -0.9439
213 C -6.3047 -0.3351 -0.2099
214 H -1.8575 -2.9756 -4.0636
215 H -1.0452 -2.1205 -5.3277
216 H -2.8168 -2.5394 -5.4692
217 H -3.1436 -0.1834 -5.8997
218 H -1.5452 0.5364 -5.3465
219 H -3.2951 2.0496 -5.0445
220 H -2.2617 1.6943 -3.6779
221 H -4.0712 0.0401 -3.1210
222 H -4.9391 2.8226 -3.0667
223 H -3.7780 1.9675 -1.9323
224 H -6.6150 1.5130 -2.0595
225 H -5.7836 2.2004 -0.7367
226 H -6.3317 0.2411 0.7149
227 H -6.0523 -1.3844 -0.0573
228 H -7.3186 -0.3426 -0.6100
229 C 3.3040 0.3883 -3.4268
230 O 4.3873 0.8757 -4.2230
231 C 5.5403 1.0641 -3.4015
232 C 5.6521 2.4863 -2.7567
233 N 6.2120 3.5576 -3.6388
234 C 5.1667 3.8768 -4.6150
235 C 5.6870 5.0205 -5.5802
236 O 6.6100 4.5271 -6.6121
237 C 7.3263 5.5975 -7.1634
238 H 3.0767 1.1136 -2.6456
239 H 3.5116 -0.5590 -2.9291
240 H 2.3794 0.2471 -3.9865
241 H 6.4343 0.8451 -3.9854
242 H 5.5321 0.3345 -2.5918
243 H 6.2954 2.2677 -1.9044
244 H 4.7355 2.8157 -2.2675
245 H 6.9976 3.2471 -4.1924
246 H 4.2269 4.1247 -4.1217
247 H 4.9308 2.9935 -5.2085
248 H 6.1019 5.7980 -4.9388
249 H 4.7986 5.4437 -6.0490
250 H 6.7190 5.9031 -8.0155
251 H 8.2059 5.1362 -7.6123
252 H 7.6197 6.3889 -6.4737
253 C 1.2327 -3.8436 0.1736
254 O 2.2669 -4.6340 0.7926
255 C 3.2350 -5.0037 -0.1820
256 C 4.3427 -5.8355 0.5109
257 N 5.1106 -5.0553 1.4742
258 C 6.0821 -4.2007 0.7736
259 C 7.3710 -4.9109 0.4198
260 O 8.3186 -5.1648 1.4728
261 C 8.9136 -3.9962 2.0510
262 H 1.6043 -3.1631 -0.5925
263 H 0.7564 -3.2605 0.9618
264 H 0.4600 -4.4621 -0.2830
265 H 3.6525 -4.1790 -0.7597
266 H 2.8646 -5.6460 -0.9810
267 H 4.9029 -6.4749 -0.1714
268 H 3.8899 -6.6468 1.0809
269 H 4.4503 -4.6028 2.0900
270 H 6.2969 -3.3254 1.3867
271 H 5.7349 -3.7304 -0.1464
272 H 7.8934 -4.3577 -0.3606
273 H 7.1145 -5.8707 -0.0285
274 H 9.6284 -4.4168 2.7584
275 H 8.2242 -3.3360 2.5772
276 H 9.4538 -3.3617 1.3484

Results
**Frontier orbital gap**: 8.273 eV
**LUMO**: 0.324 eV
**Charge**: 0
**Energy**: -130504.2990 eV
**ΔE to the lowest compared entry with this formula, charge and spin**: 44.3 kJ/mol
**Largest force on an atom**: 3.1 eV/A


# 2
ORCA calculation (the ωB97M-V functional and the def2-TZVPD basis) on the ion C5H9N2 with charge +1.

Element x y z (Å)
1 C -3.0723 -1.3245 3.3537
2 C -0.8280 0.4815 1.5074
3 C 0.3202 0.6038 0.6513
4 C 1.1229 -0.2279 -1.5348
5 C -0.0211 -0.1551 -0.5306
6 N -2.0790 -0.8423 2.9914
7 N -1.1151 -0.5344 2.2836
8 H -3.9354 -1.5471 3.9921
9 H -1.6874 1.0843 1.1490
10 H 1.1931 0.0855 1.0379
11 H 0.6768 1.7368 0.4482
12 H 1.4751 0.7244 -1.8274
13 H 0.7603 -0.8103 -2.3436
14 H 2.1007 -0.5652 -1.2063
15 H -0.1607 -1.1193 -0.1692
16 H -0.8256 0.2705 -1.0729

Results
**Frontier orbital gap**: 9.309 eV
**LUMO**: -5.886 eV
**Charge**: +1
**SMILES**: C#[N+]/N=C/CCC
**Energy**: -8299.6004 eV
**ΔE to the lowest compared entry with this formula, charge and spin**: 591.6 kJ/mol
**Largest force on an atom**: 5.0 eV/A


# 3
ORCA calculation (the ωB97M-V functional and the def2-TZVPD basis) on a cluster of 2 separate species, C5H6N2O3 in total.

Element x y z (Å)
1 C -0.7023 0.4381 -0.4788
2 C 0.7169 0.5853 -0.2948
3 C -1.0636 0.2756 0.8856
4 C 1.4734 0.7924 -1.5584
5 C -2.4454 0.0584 1.5202
6 N 1.1438 0.6296 0.9375
7 N -1.1509 -1.2678 -1.9944
8 O -1.7453 -2.2435 -1.3467
9 O -0.0195 -1.5373 -2.5276
10 O 0.0193 0.4681 1.7300
11 H 0.7864 0.3950 -2.4022
12 H 1.5772 1.9769 -1.6561
13 H 2.6542 0.5462 -1.5652
14 H -2.9773 -0.9473 1.4290
15 H -2.1648 0.3100 2.5596
16 H -3.1478 0.7386 1.0554

Results
**Frontier orbital gap**: 4.882 eV
**LUMO**: 6.861 eV
**Charge**: -2
**Energy**: -14396.1809 eV
**Largest force on an atom**: 3.8 eV/A


# 4
ORCA calculation (the ωB97M-V functional and the def2-TZVPD basis) on a structure of composition C29H19F3FeN6.

Element x y z (Å)
1 Fe -0.6051 -0.6685 -1.0740
2 N 5.7983 -6.2486 4.4751
3 C 5.0841 -5.6002 3.8525
4 C 4.1878 -4.7877 3.0740
5 C 3.6916 -5.2701 1.8655
6 C 2.8346 -4.4846 1.1154
7 C 2.4555 -3.2268 1.5787
8 C 2.9524 -2.7498 2.7888
9 C 3.8247 -3.5240 3.5331
10 C 1.5228 -2.4016 0.7752
11 C 1.9458 -1.9587 -0.4834
12 C 3.2272 -2.0420 -1.0509
13 C 3.1855 -1.3892 -2.2779
14 C 1.8847 -0.9285 -2.4326
15 N 1.1178 -1.2790 -1.3736
16 C 0.2809 -2.0707 1.3174
17 C -0.2474 -2.4077 2.5831
18 C -1.4514 -1.7438 2.7229
19 C -1.6483 -1.0258 1.5389
20 N -0.6289 -1.2187 0.6906
21 H 3.9813 -6.2526 1.5199
22 H 2.4502 -4.8506 0.1722
23 H 2.6664 -1.7663 3.1386
24 H 4.2263 -3.1559 4.4668
25 H 4.0793 -2.5147 -0.5896
26 H 3.9918 -1.2562 -2.9790
27 H 1.4672 -0.3787 -3.2637
28 H 0.2254 -3.0630 3.2962
29 H -2.1142 -1.7548 3.5713
30 H -2.4727 -0.3780 1.2799
31 N -5.5619 0.8854 -1.9914
32 C -4.7299 -0.1397 -1.7218
33 C -3.3290 0.0115 -1.8064
34 N -2.5274 -1.0073 -1.5214
35 C -3.0687 -2.1865 -1.1676
36 C -4.4417 -2.3064 -1.0937
37 N -5.2662 -1.2998 -1.3476
38 H -5.2239 1.7675 -2.3283
39 H -6.5533 0.7195 -1.9655
40 H -2.8708 0.9459 -2.0991
41 H -2.4019 -3.0107 -0.9581
42 H -4.8929 -3.2488 -0.8100
43 F 0.7728 8.5944 -1.2690
44 C -0.3995 8.0782 -0.8807
45 F -0.6507 8.5268 0.3612
46 F -1.3528 8.5867 -1.6816
47 C -0.4029 6.5726 -0.9246
48 C 0.7132 5.8683 -1.3451
49 C 0.6801 4.4837 -1.3737
50 C -0.4728 3.8052 -0.9828
51 C -1.5931 4.5257 -0.5577
52 C -1.5563 5.9051 -0.5282
53 C -0.5105 2.3733 -1.0129
54 C -0.5239 1.1601 -1.0404
55 H 1.6048 6.3984 -1.6477
56 H 1.5459 3.9234 -1.6983
57 H -2.4819 3.9956 -0.2424
58 H -2.4182 6.4689 -0.1965

Results
**⟨S²⟩**: 0.78
**Spin multiplicity**: 2
**Frontier orbital gap (alpha / beta)**: 6.504 / 6.636 eV
**LUMO (alpha / beta)**: -4.807 / -4.671 eV
**Charge**: +1
**Energy**: -81853.3872 eV
**ΔE to the lowest compared entry with this formula, charge and spin**: 0.0 kJ/mol
**Largest force on an atom**: 0.6 eV/A


# 5
ORCA calculation (the ωB97M-V functional and the def2-TZVPD basis) on a structure of composition C17H26N2O5S.

Element x y z (Å)
1 C -6.6452 -1.3719 -0.4467
2 C -5.2102 -0.9648 -1.1178
3 H -4.6704 -1.6897 -1.6012
4 H -5.3993 -0.1604 -1.8375
5 S -4.2778 -0.5567 0.0929
6 O -4.0779 -1.5839 1.1536
7 O -5.0091 0.6499 1.0043
8 N -2.9317 0.0393 -0.7232
9 C -2.8601 1.4347 -1.0881
10 C -2.2786 2.2586 0.1373
11 H -3.1505 2.5371 0.9334
12 H -2.2597 3.4081 -0.3420
13 C -0.9988 1.5899 0.6517
14 C 0.1915 2.0138 -0.1447
15 O 0.0694 2.1169 -1.5022
16 N 1.2915 1.7896 0.5739
17 H 1.4225 1.4375 1.4831
18 C 2.5861 1.7366 -0.1761
19 C 3.3965 0.5496 -0.2274
20 C 2.5134 -0.6666 -0.1158
21 C 3.0859 -1.9790 -0.2311
22 C 4.3882 -1.9613 0.1772
23 C 5.2649 -0.7852 0.1431
24 C 4.6207 0.4028 0.1717
25 O 5.3648 1.7082 -0.1842
26 C 6.8480 1.5201 0.1970
27 H 7.0979 2.3525 0.2209
28 H 7.0945 1.1760 1.1131
29 H 7.1648 0.9479 -0.5210
30 H 6.3713 -1.0401 0.2825
31 H 5.0184 -2.8975 0.0471
32 O 2.2475 -3.0611 -0.3441
33 C 2.8499 -4.2924 -0.1307
34 H 1.9492 -5.1372 -0.2647
35 H 3.2890 -4.5774 0.8089
36 H 3.5624 -4.3162 -0.9334
37 H 1.5018 -0.6540 -0.5428
38 H 3.2927 2.5773 0.4051
39 H 2.3770 2.0712 -1.2849
40 C -1.3170 0.4216 1.2377
41 H -0.1911 -0.2082 1.6874
42 H -2.1056 0.2854 2.1571
43 C -1.7723 -0.5540 -0.0373
44 H -1.9137 -1.6869 0.2452
45 H -1.0362 -0.4236 -0.9418
46 H -0.6435 2.2831 1.6591
47 H -3.7150 1.6236 -1.2714
48 H -1.9804 1.3229 -1.7960
49 H -7.1207 -0.4326 -0.1250
50 H -6.6709 -2.0990 0.2454
51 H -7.3472 -1.6769 -1.3544

Results
**Frontier orbital gap**: 8.973 eV
**LUMO**: 0.350 eV
**Charge**: 0
**Energy**: -42088.2459 eV
**ΔE to the lowest compared entry with this formula, charge and spin**: 1637.0 kJ/mol
**Largest force on an atom**: 14.5 eV/A


# 6
ORCA calculation (the ωB97M-V functional and the def2-TZVPD basis) on a structure of composition CuI.

Element x y z (Å)
1 Cu -0.6818 -19.7329 4.3218
2 I -2.5532 -20.8201 3.9420

Results
**⟨S²⟩**: 0.75
**Spin multiplicity**: 2
**Frontier orbital gap (alpha / beta)**: 9.885 / 6.608 eV
**LUMO (alpha / beta)**: -6.212 / -9.188 eV
**Charge**: +1
**Energy**: -52731.0439 eV
**ΔE to the lowest compared entry with this formula, charge and spin**: 31.2 kJ/mol
**Largest force on an atom**: 3.1 eV/A


Which formula does entry 2 have?
C5H9N2


The lowest energy belongs to which entry?
C66H177N15O18


The lowest charge belongs to which entry?
C5H6N2O3